DFT (ωB97M-V with the def2-TZVPD basis set) results for a 12-piece molecular cluster, C38H107N7O17 overall at a distorted geometry.

Geometry as XYZ:
```
169
Properties=species:S:1:pos:R:3:forces:R:3:mulliken_charge:R:1
C -2.1269 -8.7405 16.5796 -0.83 -0.70 0.35 -0.292
C -2.9632 -7.4839 16.7655 0.42 1.16 -0.23 1.792
C -2.7156 -6.8679 18.1477 -0.44 -0.63 0.86 -0.927
O -3.3789 -5.6319 18.3050 -0.11 0.17 -1.17 -0.290
C -3.2413 -4.9554 19.5460 0.42 -1.17 -0.13 -0.096
N -2.5727 -6.4909 15.7370 -0.04 -0.59 -0.13 0.098
H -1.0804 -8.5331 16.3623 -0.24 0.00 0.28 -0.586
H -2.5713 -9.3745 15.8080 0.26 0.23 -0.38 -0.337
H -2.2194 -9.3797 17.4643 0.27 0.17 0.18 -0.297
H -4.0118 -7.7285 16.5760 -0.11 0.03 0.49 0.520
H -1.6394 -6.7517 18.3337 -0.01 -0.03 -0.20 0.359
H -3.0824 -7.5798 18.9004 -0.05 0.05 0.14 -0.369
H -3.8521 -4.0608 19.4817 -0.12 -0.09 0.22 -0.029
H -2.1967 -4.6865 19.7376 -0.04 0.12 -0.17 -0.195
H -3.5257 -5.6422 20.3469 -0.33 0.37 0.03 0.307
H -1.5983 -6.2905 15.9722 -0.38 0.19 -0.40 0.140
H -3.0453 -5.6049 15.8788 -0.25 0.04 -0.04 -0.013
C -0.1442 -3.1446 20.5329 -0.53 0.73 0.23 -1.167
C 0.5961 -2.2362 21.5184 -0.97 0.23 -0.83 0.946
C 1.9259 -2.8249 21.8885 0.33 0.34 1.41 -0.984
O 2.4906 -1.9157 22.8411 0.50 0.21 -0.57 -0.354
C 3.6389 -2.4057 23.5023 -0.62 -0.70 0.11 -0.788
N 0.7703 -0.8661 20.9454 0.58 -0.68 0.99 -0.950
H -0.6903 -3.9487 21.0295 0.52 -0.30 0.01 0.367
H 0.5278 -3.4722 19.7392 -0.01 -0.23 0.15 0.040
H -0.9390 -2.5726 20.0461 0.12 0.14 -0.06 0.279
H 0.0168 -2.0783 22.4359 -0.01 -0.70 0.11 0.203
H 2.5827 -2.9896 21.0286 0.05 0.22 -0.08 0.492
H 1.8176 -3.7692 22.4350 -0.31 -0.27 -0.38 0.408
H 3.3239 -3.1924 24.1997 0.08 0.09 0.25 0.310
H 4.0932 -1.5857 24.0496 0.10 -0.01 -0.08 0.243
H 4.3473 -2.9074 22.8370 0.13 0.41 -0.26 0.307
H -0.1149 -0.3845 21.0861 -0.07 0.00 -0.30 0.282
H 1.3493 -0.4875 21.7007 0.18 0.65 -0.59 0.376
C -9.0671 -1.0646 23.2223 -0.96 0.07 -0.51 -1.634
C -7.6265 -1.4688 22.9583 0.06 0.76 1.25 0.303
C -7.2447 -1.6440 21.5180 -0.44 -0.24 -0.50 -0.227
O -7.9457 -2.7532 20.9886 0.51 0.54 0.17 -0.463
C -7.6193 -2.9908 19.6536 -0.15 -0.82 -1.39 -0.504
N -6.7105 -0.4595 23.5344 0.18 0.12 -0.15 -0.506
H -9.8142 -1.7466 22.8091 0.25 -0.28 0.05 0.329
H -9.3295 -0.1038 22.7652 0.39 0.09 -0.10 0.370
H -9.2943 -0.9399 24.2823 0.27 -0.20 0.08 0.438
H -7.4106 -2.3818 23.5187 -0.03 -0.22 -0.30 0.109
H -6.1600 -1.7661 21.4366 0.06 -0.24 -0.01 -0.054
H -7.5070 -0.7595 20.9198 0.01 0.21 0.14 0.679
H -6.5897 -3.3024 19.4347 0.19 -0.12 0.71 0.031
H -7.7680 -2.1775 18.9288 -0.39 0.52 0.57 0.395
H -8.2536 -3.8136 19.3318 0.07 -0.03 0.02 0.253
H -6.8112 -0.4286 24.5421 -0.03 -0.09 0.01 0.252
H -6.9720 0.4684 23.2135 -0.02 -0.03 -0.08 0.243
C -3.2677 -0.7390 20.8909 0.85 1.48 0.58 -0.904
C -2.8478 -0.5083 22.3598 -0.33 -0.54 -0.21 0.843
C -2.9007 0.9247 22.9402 -0.68 -1.01 -0.65 -0.930
O -2.1994 1.7961 22.1067 0.27 -0.20 0.27 -0.279
C -2.1081 3.1406 22.5487 -0.03 -0.27 -1.31 -0.821
N -3.7377 -1.4131 23.1093 0.79 0.29 0.51 -0.315
H -2.6542 -0.1535 20.2034 0.09 -0.15 -0.04 0.423
H -4.2752 -0.3286 20.7964 -0.19 -0.35 -0.15 0.415
H -3.2067 -1.7960 20.6480 -0.18 -0.01 -0.04 -0.169
H -1.8296 -0.8236 22.6099 0.08 -0.32 -0.65 -0.049
H -2.4520 0.8193 23.9363 -0.01 0.45 0.13 0.408
H -3.9645 1.1794 23.0467 0.02 0.39 0.04 0.308
H -1.7542 3.2428 23.5748 -0.13 -0.01 0.05 0.318
H -3.0606 3.6397 22.3437 -0.07 0.11 0.56 0.303
H -1.3994 3.5650 21.8358 0.15 0.29 0.39 0.255
H -4.7146 -1.1502 22.9647 0.11 0.18 0.30 -0.048
H -3.5066 -1.2288 24.0841 -0.53 -0.44 0.16 0.276
C 1.9326 -7.9469 14.0150 0.19 -0.11 -0.51 -1.718
C 0.6625 -7.4652 14.6947 -0.05 0.83 0.13 1.988
C 1.0099 -6.4130 15.7510 0.77 -0.56 -0.05 -1.405
O -0.0599 -6.0435 16.6009 1.10 0.14 0.21 -0.206
C 0.4106 -5.1233 17.5792 -0.01 -0.35 0.26 -0.649
N -0.2651 -6.9452 13.6897 0.09 -0.70 -0.08 -0.363
H 2.6504 -8.4972 14.6243 -0.29 -0.06 0.27 0.388
H 2.4996 -7.1278 13.5634 -0.18 0.17 0.04 0.384
H 1.6128 -8.5790 13.1860 0.22 -0.16 0.02 0.344
H 0.1199 -8.3023 15.1405 0.52 0.02 0.05 -0.578
H 1.4250 -5.5295 15.2465 -0.17 0.10 -0.12 0.448
H 1.8448 -6.8069 16.3463 -0.10 -0.02 0.24 0.459
H -0.3672 -4.9406 18.3179 -0.25 0.19 -0.40 -0.365
H 0.7625 -4.2062 17.1051 -0.14 0.16 0.06 0.564
H 1.2368 -5.5548 18.1536 0.17 -0.10 -0.17 0.443
H -0.1077 -5.9713 13.4672 -0.10 0.05 0.10 0.243
H -1.1952 -7.0930 14.0651 -0.15 0.56 -0.41 0.134
C -7.9341 -8.2507 17.3610 -0.20 -1.01 0.54 -0.857
C -7.7641 -7.6506 18.7552 -1.51 0.14 0.19 0.097
C -6.4737 -8.0467 19.3935 1.41 0.08 0.87 2.502
O -6.4732 -9.3632 19.9141 -1.08 -0.59 -0.67 -0.532
C -5.2676 -9.6404 20.5644 0.92 0.25 -0.71 -0.169
N -7.9158 -6.1933 18.7508 0.97 0.56 -0.19 -0.361
H -8.0505 -9.3379 17.3962 0.35 -0.03 0.15 0.281
H -7.0345 -8.0382 16.7848 -0.16 0.18 -0.20 -0.349
H -8.8462 -7.9487 16.8437 0.14 0.54 0.03 0.505
H -8.5199 -7.9548 19.4899 -0.22 -0.59 -0.48 0.398
H -6.2250 -7.4191 20.2623 -0.27 0.36 -0.69 -1.224
H -5.6325 -7.9405 18.6878 0.00 0.05 -0.08 -0.795
H -5.1707 -8.9888 21.4392 0.28 -0.40 0.05 0.274
H -4.4486 -9.4451 19.8516 0.15 0.36 0.19 -0.296
H -5.1111 -10.7017 20.7517 -0.73 -0.03 0.41 0.400
H -7.1395 -5.8020 18.2116 -0.06 0.02 0.23 -0.009
H -8.7252 -5.9154 18.2063 -0.23 -0.33 0.12 0.333
C -4.5371 -12.3008 17.1056 0.53 0.07 1.13 -1.274
C -5.7771 -11.9263 16.3061 -0.91 0.36 0.47 0.223
C -5.6997 -10.5332 15.6914 0.89 0.20 0.19 1.209
O -6.9286 -10.2223 15.0645 0.39 0.01 -0.39 -0.496
C -6.7602 -9.1391 14.1798 -0.37 0.16 -0.40 -0.145
N -6.1138 -12.9818 15.3510 0.74 0.29 -0.60 -0.794
H -4.2860 -11.6454 17.9490 -0.40 0.60 -0.33 0.121
H -3.5988 -12.3485 16.5464 -0.27 -0.05 -0.50 0.177
H -4.6232 -13.2395 17.6571 -0.36 -0.30 -0.57 0.411
H -6.6687 -11.8326 16.9372 0.29 -0.30 0.51 0.282
H -4.8350 -10.4422 15.0167 -0.25 -0.28 -0.46 -0.189
H -5.4688 -9.7692 16.4496 -0.24 -0.12 0.35 -0.401
H -6.5460 -8.2036 14.7082 0.20 -0.01 0.08 -0.218
H -7.6776 -8.9811 13.6103 -0.17 -0.17 0.21 0.423
H -5.9740 -9.3253 13.4434 0.20 -0.06 0.16 0.190
H -5.4329 -12.8609 14.5988 -0.07 -0.46 -0.08 0.255
H -7.0023 -12.7752 14.9064 -0.06 0.12 0.16 0.360
C -1.3923 -9.4206 20.7362 0.60 0.97 1.26 0.433
C -0.6354 -10.3303 19.7976 -1.00 -0.43 -0.19 -0.376
O -1.5739 -11.2489 19.2214 0.12 0.12 -0.15 -0.520
O -1.5518 -10.0020 22.0278 0.17 -0.88 -0.06 -0.606
H -2.3702 -9.0796 20.3958 0.12 -0.28 -0.62 -0.442
H -0.7743 -8.5264 20.8966 0.01 0.14 -0.36 0.328
H 0.1342 -10.9048 20.3178 0.08 0.28 0.23 0.417
H -0.1706 -9.7288 19.0115 0.01 0.09 0.04 0.154
H -1.2055 -11.5764 18.3954 -0.05 -0.12 0.05 0.279
H -2.0523 -9.4217 22.6056 -0.08 0.15 -0.20 0.321
C -5.0345 -5.9953 23.2957 -0.37 0.57 -0.86 -1.112
C -4.9156 -4.5496 22.8446 -0.36 0.75 1.33 0.228
O -3.7097 -4.2425 22.1965 0.34 -0.17 0.03 -0.335
O -5.2553 -6.8659 22.1929 0.41 -0.23 0.45 -0.392
H -5.8617 -6.0594 24.0104 -0.02 -0.02 0.01 0.367
H -4.1224 -6.2793 23.8191 0.08 -0.19 -0.23 0.344
H -5.0127 -3.9954 23.7942 0.31 0.22 -0.05 0.358
H -5.7793 -4.1819 22.2746 -0.11 -0.54 -0.31 0.065
H -3.5019 -3.3076 22.3790 -0.23 0.05 0.27 0.178
H -6.1266 -6.6765 21.8307 -0.04 0.15 0.09 -0.006
C -5.3568 -3.3926 15.4177 0.32 -0.86 0.18 -0.777
C -6.0345 -4.7444 15.6447 -0.07 0.24 -0.27 0.190
O -5.7761 -5.3014 16.9146 0.68 0.23 -0.42 0.693
O -3.9346 -3.5947 15.4497 0.04 -0.16 -0.06 -0.412
H -5.5745 -2.7007 16.2332 -0.47 0.20 -0.29 0.225
H -5.6311 -3.0639 14.4142 -0.31 0.43 0.22 0.503
H -5.7166 -5.4000 14.8249 0.18 -0.18 0.11 -0.348
H -7.1192 -4.6643 15.5405 0.00 0.22 0.12 0.457
H -4.8057 -5.3248 17.0501 -0.40 -0.05 0.41 -0.433
H -3.5417 -3.0762 14.7445 0.10 -0.01 0.04 0.256
C -0.7668 -10.3746 11.9427 -0.10 -0.22 0.96 -0.584
C -1.2600 -10.7974 13.3452 0.64 -0.27 -0.06 0.040
O -2.6525 -10.5898 13.4828 0.78 -0.01 -0.06 -0.527
O -0.9586 -8.9894 11.7784 -0.50 0.29 -0.84 -0.643
H -1.3951 -10.8880 11.2157 -0.06 0.16 -0.15 0.300
H 0.2682 -10.6525 11.7292 0.12 -0.12 0.27 0.365
H -0.6642 -10.2816 14.1133 -0.21 0.63 -0.03 -0.260
H -1.0102 -11.8285 13.6078 -0.38 -0.30 -0.58 0.517
H -2.7857 -9.6410 13.2951 -0.39 0.00 0.18 -0.052
H -0.3764 -8.3757 12.2597 -0.06 -0.29 0.41 0.222
C -4.1874 -7.2027 12.5935 -0.08 -0.24 0.17 -0.249
C -4.3262 -7.9772 11.2853 1.06 0.96 0.01 -0.772
O -3.1740 -7.8438 10.4590 -0.24 0.34 0.23 -0.674
O -3.4637 -8.0111 13.5035 -0.16 0.16 0.43 1.341
H -5.2044 -6.9498 12.9318 0.05 -0.32 0.40 0.003
H -3.6723 -6.2377 12.5099 0.01 -0.10 -0.60 0.385
H -5.1858 -7.5107 10.8001 -0.01 -0.65 -0.48 0.432
H -4.3629 -9.0533 11.4760 -1.10 0.10 0.32 0.226
H -2.4672 -8.2045 11.0206 0.46 -0.02 -0.40 0.354
H -3.1499 -7.4644 14.2629 -0.12 0.09 -0.05 -0.745
```
Positions in Å, forces in eV/Å.

For the gap between HOMO and LUMO, the calculation gives 9.06 eV. The SMILES is COC[C@H](C)N.COC[C@H](C)N.COC[C@H](C)N.COC[C@H](C)N.COC[C@H](C)N.COC[C@H](C)N.COC[C@H](C)N.OCCO.OCCO.OCCO.OCCO.OCCO. The energy above the lowest of the compared OMol25 structures with the same formula, charge and spin is 4.59 kJ/mol. The multiplicity is 1. The value obtained for the max |F| is 1.805 eV/Å.